82
Properties=species:S:1:pos:R:3 method="wB97M-V/def2-TZVPD" spin_multiplicity=1 charge=0 largest_force_ev_per_a=9.866 e_tot_ha=-1674.3411 homo_lumo_gap_ev=9.409 smiles="C#CCCCOC(N)=O.COCCOC.COCCOC.COCCOC.COCCOC"
C 3.386 -3.744 -0.977
C 3.488 -2.700 -1.946
C 3.090 -1.541 -3.083
C 2.501 -0.160 -2.427
C 1.033 -0.297 -1.711
O 0.454 -1.649 -1.722
C -0.496 -1.843 -2.831
N -1.777 -1.039 -2.814
O -0.170 -2.767 -3.760
H 3.143 -4.726 -0.343
H 2.414 -1.974 -3.944
H 4.125 -1.259 -3.597
H 2.381 0.611 -3.326
H 3.265 0.253 -1.640
H 0.273 0.497 -2.175
H 1.180 0.051 -0.579
H -2.088 -0.741 -3.764
H -2.492 -1.611 -2.312
C -1.850 5.739 -5.126
O -1.684 4.388 -5.541
C -0.308 4.000 -5.585
C 0.075 3.166 -4.358
O 0.029 3.950 -3.161
C -1.151 3.707 -2.403
H -2.906 5.900 -4.893
H -1.259 5.969 -4.236
H -1.564 6.412 -5.941
H 0.343 4.878 -5.682
H -0.178 3.386 -6.481
H 1.108 2.824 -4.474
H -0.564 2.279 -4.270
H -1.076 2.736 -1.905
H -2.049 3.733 -3.027
H -1.236 4.486 -1.641
C -1.456 -7.386 0.697
O -0.330 -6.541 0.490
C -0.506 -5.670 -0.631
C -0.881 -4.253 -0.182
O -2.180 -4.225 0.418
C -2.117 -4.177 1.839
H -1.361 -7.851 1.682
H -2.396 -6.830 0.666
H -1.469 -8.174 -0.063
H -1.253 -6.073 -1.326
H 0.453 -5.628 -1.156
H -0.924 -3.606 -1.064
H -0.126 -3.843 0.500
H -1.817 -3.176 2.162
H -1.420 -4.919 2.241
H -3.114 -4.389 2.234
C -3.138 3.316 1.737
O -1.959 4.018 1.361
C -2.138 5.437 1.401
C -1.518 6.042 2.665
O -2.221 5.625 3.840
C -1.537 4.590 4.539
H -2.875 2.269 1.909
H -3.579 3.718 2.652
H -3.870 3.365 0.923
H -3.200 5.700 1.320
H -1.623 5.848 0.527
H -1.606 7.132 2.612
H -0.452 5.794 2.739
H -0.672 5.008 5.062
H -1.212 3.791 3.867
H -2.222 4.165 5.277
C 2.008 -3.737 4.258
O 2.731 -3.313 3.108
C 2.177 -2.129 2.527
C 2.993 -0.888 2.905
O 2.889 -0.604 4.304
C 4.038 -1.031 5.028
H 2.603 -4.491 4.780
H 1.813 -2.911 4.947
H 1.059 -4.190 3.949
H 1.124 -2.009 2.811
H 2.219 -2.258 1.441
H 2.583 -0.023 2.374
H 4.042 -1.000 2.606
H 4.871 -0.351 4.832
H 4.327 -2.054 4.768
H 3.802 -0.999 6.095

48
Properties=species:S:1:pos:R:3 method="wB97M-V/def2-TZVPD" spin_multiplicity=1 charge=0 relative_energy_kcal_mol=10.1 largest_force_ev_per_a=0.982 e_tot_ha=-1338.6281 homo_lumo_gap_ev=8.738 smiles="Cc1ccc(C)c(NC(=O)Cc2nc(CNCC(C)C)cs2)c1"
C -1.832 -1.599 -6.517
C -1.246 -1.530 -5.140
C -0.003 -2.084 -4.868
C 0.520 -2.031 -3.588
C -0.169 -1.431 -2.546
C -1.425 -0.871 -2.821
C -1.948 -0.928 -4.107
H -2.913 -0.489 -4.298
N -2.129 -0.277 -1.764
C -3.270 0.441 -1.801
O -3.941 0.698 -2.774
C -3.711 0.902 -0.393
C -2.614 1.510 0.392
N -1.524 0.897 0.715
C -0.670 1.684 1.423
C -1.128 2.944 1.651
S -2.685 3.162 0.952
H -0.639 3.734 2.181
C 0.644 1.128 1.876
N 1.106 1.828 3.055
H 0.454 1.703 3.823
C 2.462 1.558 3.496
C 2.646 0.440 4.539
C 2.247 -0.935 4.007
H 2.777 -1.154 3.082
H 1.178 -0.993 3.821
H 2.499 -1.703 4.735
C 4.101 0.419 5.003
H 4.243 -0.328 5.780
H 4.393 1.388 5.401
H 4.759 0.178 4.171
H 2.010 0.677 5.401
H 3.071 1.341 2.615
H 2.839 2.489 3.938
H 0.522 0.039 1.994
H 1.388 1.290 1.085
H -4.533 1.608 -0.514
H -4.085 0.011 0.123
H -1.665 -0.306 -0.860
C 0.426 -1.384 -1.169
H 1.415 -1.836 -1.175
H 0.523 -0.357 -0.817
H -0.191 -1.932 -0.456
H 1.490 -2.465 -3.394
H 0.560 -2.558 -5.658
H -2.602 -0.843 -6.647
H -2.284 -2.578 -6.681
H -1.062 -1.456 -7.272

5
Properties=species:S:1:pos:R:3 method="wB97M-V/def2-TZVPD" spin_multiplicity=1 charge=0 relative_energy_kcal_mol=51.9 largest_force_ev_per_a=6.012 e_tot_ha=-566.7477 homo_lumo_gap_ev="9.148 / 9.147" smiles="S=C1NO1"
C -0.431 0.105 -0.126
N 0.854 0.011 -0.419
O 0.242 1.151 0.332
S -2.057 -0.589 0.131
H 1.392 -0.677 0.081

Copy entry 3 word for word.
5
Properties=species:S:1:pos:R:3 method="wB97M-V/def2-TZVPD" spin_multiplicity=1 charge=0 relative_energy_kcal_mol=51.9 largest_force_ev_per_a=6.012 e_tot_ha=-566.7477 homo_lumo_gap_ev="9.148 / 9.147" smiles="S=C1NO1"
C -0.431 0.105 -0.126
N 0.854 0.011 -0.419
O 0.242 1.151 0.332
S -2.057 -0.589 0.131
H 1.392 -0.677 0.081